# C4H9N2OS

An isolated ion of composition C4H9N2OS and charge +1 (ωB97M-V with the def2-TZVPD basis set, the Open Molecules 2025 dataset).

XYZ file:
```
17
C4H9N2OS, DFT ωB97M-V with the def2-TZVPD basis set
C -1.7064 0.0929 -0.0689
C 0.1390 -1.4079 -0.0523
C -3.1242 0.2920 0.2416
C 3.6302 0.6191 -0.1826
N -0.7570 0.9407 -0.0246
N -1.2060 -1.2500 -0.0409
O 2.8071 -0.4684 0.2560
S 1.1366 -0.0144 0.0201
H 0.4135 -2.4672 0.0608
H -3.6941 -0.2420 -0.5599
H -3.2810 1.3234 0.2000
H -3.4344 -0.0608 1.1871
H 3.8295 0.7420 -1.2063
H 4.5371 0.5270 0.2887
H 3.2321 1.5384 0.1073
H -0.8646 1.9509 0.0491
H -1.6573 -2.1155 -0.2751
```

The calculation puts the HOMO-LUMO gap at 8.88 eV. The net charge is +1. Its spin multiplicity is 1.

# C4H9N2P3

A single C4H9N2P3 molecule (ωB97M-V with the def2-TZVPD basis set, the Open Molecules 2025 dataset).

XYZ file:
```
18
C4H9N2P3, DFT ωB97M-V with the def2-TZVPD basis set
C -0.0464 1.9313 1.7097
C -0.1534 0.5769 1.0477
N -0.5471 -0.5280 1.5405
C -0.6084 -1.3817 0.4730
P -0.8278 -3.1433 0.7283
C -0.0752 -0.8374 -0.6502
P -0.1368 -1.3782 -2.3442
N 0.2831 0.5021 -0.2761
P 0.9060 1.7918 -1.1330
H 1.0351 1.9635 2.0747
H -0.4371 2.6732 0.9925
H -0.6910 1.9530 2.5565
H -1.6512 -3.2306 -0.4975
H -1.9516 -3.1049 1.6257
H 1.2118 -1.2616 -2.6784
H -0.1811 -0.0942 -2.9728
H 1.8915 1.2407 -1.9885
H 1.9796 2.3273 -0.2079
```

The calculation puts the HOMO-LUMO gap at 9.08 eV. The net charge is 0. Its spin multiplicity is 1.

# C4H9N2S

An isolated ion of composition C4H9N2S and charge +1 (ωB97M-V with the def2-TZVPD basis set, the Open Molecules 2025 dataset).

XYZ file:
```
16
C4H9N2S, DFT ωB97M-V with the def2-TZVPD basis set
C 4.1960 0.7296 0.1085
C 0.4445 -0.8890 -0.1795
C -1.9255 -1.1973 0.0748
C -1.0491 1.1016 0.2940
N -0.7463 -0.3192 0.0764
N 2.9378 0.5469 0.0458
S 2.1704 -0.9119 -0.1812
H 4.9547 -0.2100 0.0507
H 4.6313 1.6897 0.3335
H 0.3922 -1.9939 -0.2968
H -2.6782 -0.6298 0.6776
H -1.8372 -2.3642 0.3695
H -2.2457 -1.3078 -0.9519
H -0.0954 1.5499 0.5684
H -1.9484 1.1870 0.9344
H -1.4426 1.6327 -0.6588
```

The calculation puts the HOMO-LUMO gap at 9.18 eV. The net charge is +1. Its spin multiplicity is 1.

Energy above the lowest of the compared OMol25 structures with the same formula, charge and spin? In order: 78.5, 0.0, 89.0 kcal/mol.
HOMO energy? In order: -13.67, -8.37, -13.89 eV.